Molecular formula: C22H39Br4CsFLiN2O4
Method: DFT, the ωB97M-V functional and the def2-TZVPD basis

Calculated values
HOMO energy: -4.326 eV
gap between HOMO and LUMO: 1.854 eV
F_max: 4.83 eV/Å

XYZ file:
```
74
Properties=species:S:1:pos:R:3:forces:R:3
C 1.112001 1.950799 -4.539238 -0.1147 -0.5848 0.0049
C 0.877305 1.279954 -3.564427 -0.7208 0.1212 0.3570
C 0.586078 0.446407 -2.369698 -1.2816 1.2980 -1.1717
C -0.914334 0.658087 -1.991851 -0.7839 -2.7285 0.7609
C -1.469728 -0.743234 -1.489833 -1.6774 1.2864 1.7729
C -2.751927 -0.625754 -0.597779 0.8167 -1.9087 -3.3981
O -2.719376 -1.128635 -2.048853 0.7012 0.8463 -0.0355
C 1.080902 -0.918372 -2.864459 0.2443 1.1134 1.0664
O 0.468050 -1.916136 -3.438686 -0.1539 0.0739 -0.3068
N 2.336674 -0.975633 -2.568791 0.1673 -0.6400 -0.6515
N 3.167149 -2.068723 -2.832600 0.0364 0.0141 -0.3338
C 2.848466 0.261850 -1.874026 -0.9706 -1.0424 1.9767
F 3.718893 -0.229443 -0.939017 0.3833 0.5832 -0.5525
C 1.533716 0.660711 -1.143052 -0.1345 0.5019 -1.9051
C 1.479805 2.052472 -0.478602 0.5945 -0.8975 1.0467
C 1.394791 1.821355 1.074677 -0.5288 0.3580 -0.9924
C 0.050299 1.136665 1.467676 0.4311 0.1338 -0.3024
C 0.113754 0.143096 2.650196 -1.2360 0.2223 0.5373
C -0.657651 -1.184934 2.353182 0.8263 0.2736 -0.1458
C 0.264868 -2.198270 1.601822 -0.6860 -0.1030 0.2176
C 0.176234 -3.649175 2.133398 0.4773 0.5940 0.1645
C 0.753508 -3.768337 3.587733 -0.4072 -1.0621 -0.2995
O 1.984015 -4.440477 3.596190 0.1556 0.7504 -0.2513
C 3.088199 -3.492901 3.804911 -1.3577 -0.2252 -2.5189
H 1.269968 2.414402 -5.491412 -0.2239 0.0229 0.3262
H -0.996184 1.309486 -1.110493 0.2948 0.1134 -0.5842
H -1.627202 0.981611 -2.807856 1.3949 -0.4498 1.4067
H -0.737279 -1.522679 -1.211070 -0.6517 0.2279 -0.3390
H -3.170599 0.378888 -0.498436 -0.1293 -0.4363 0.2108
H -3.271573 -1.573529 -0.309026 2.4928 3.5728 0.2683
H -0.442628 -1.676882 -3.679836 0.1409 0.0637 -0.0010
H 2.754941 -2.908978 -2.435355 0.0919 0.1636 0.0214
H 3.270954 -2.184886 -3.839427 0.0381 0.1029 0.1585
H 3.249957 1.014907 -2.594767 0.1594 -0.3760 0.3135
H 1.220523 -0.167422 -0.478314 0.6513 0.4140 0.1619
H 2.440835 2.551356 -0.679438 -0.5308 0.1354 -0.1813
H 0.639659 2.676964 -0.815664 0.3457 -0.2060 -0.1478
H 2.293851 1.237498 1.329796 -0.4343 0.1345 0.2925
H 1.412268 2.809592 1.557668 0.2697 -0.5265 0.1441
H -0.643759 1.968675 1.680619 0.2011 -0.4075 0.1872
H -0.397332 0.606820 0.599180 0.4367 0.0685 0.3501
H 1.141206 -0.056966 2.994502 -0.3266 -0.0384 -0.3144
H -0.392052 0.621680 3.506776 0.3631 -0.0174 -0.2418
H -1.540994 -0.921036 1.729387 0.2208 -0.1826 0.3088
H -1.026480 -1.618215 3.298734 0.1810 0.0418 -0.3166
H 1.300119 -1.850380 1.749998 -0.2871 -0.2592 -0.3056
H 0.026499 -2.186434 0.516652 0.2952 0.0495 0.4106
H -0.860691 -4.047493 2.136844 0.2424 0.2686 -0.2211
H 0.796337 -4.277919 1.471430 -0.3195 -0.0327 0.4116
H 0.828192 -2.779443 4.079812 -0.0730 -0.3278 -0.1573
H 0.053892 -4.412026 4.160130 0.1664 0.4494 -0.0159
H 2.954134 -3.032292 4.771479 -0.3155 -0.0718 -0.2549
H 3.023491 -2.680950 3.032178 0.0985 -0.3989 0.1029
H 4.087826 -4.006852 3.754783 -2.0155 0.3581 -0.5611
Br -1.952684 1.661377 -4.776648 -0.5716 0.2438 -1.4618
C -3.693676 1.287961 -5.583669 0.0768 0.1693 0.3809
C -3.828659 -0.169696 -5.935622 -0.1090 -0.0411 -0.3252
Br -2.831001 -0.611555 -7.547292 0.0477 -0.0438 0.1155
H -3.792381 1.947375 -6.441130 -0.0184 -0.1004 -0.0282
H -4.428504 1.567047 -4.829482 -0.0347 -0.0506 -0.0540
H -4.864239 -0.414001 -6.166559 0.0093 0.0467 0.0255
H -3.469878 -0.830268 -5.150776 -0.0047 0.0972 0.0386
Br 4.895552 -3.531431 5.574829 3.4264 0.1311 3.4037
C -1.782995 4.576565 3.680294 -0.1615 -0.3251 0.1849
C -0.488810 4.093063 4.360540 -0.1354 0.4251 -1.2551
O 0.178180 3.322082 3.547551 0.0256 -0.1277 0.6515
H -2.438892 3.744264 3.413490 0.0845 -0.0540 0.0658
H -2.311465 5.214969 4.402946 -0.6960 0.8063 -0.1734
H -1.593483 5.164673 2.783132 0.0866 0.1079 0.1528
H -0.849205 3.628462 5.359449 -0.2241 -0.3883 0.5394
H 0.017869 5.029520 4.715588 0.2502 0.0352 0.0782
Li -2.367656 4.911912 6.130593 0.6936 -0.4465 -0.2622
Cs -4.388202 -2.940233 0.612621 -1.4433 -2.1862 1.3926
Br 3.626319 2.684237 -4.425555 1.1399 0.2667 0.0580
```
Positions in Å, forces in eV/Å.

Molecular formula: H28O14
Method: DFT, the ωB97M-V functional and the def2-TZVPD basis

Calculated values
HOMO energy: -10.550 eV
gap between HOMO and LUMO: 10.479 eV
F_max: 6.50 eV/Å
relative energy (zero: lowest compared OMol25 entry of this formula, charge and spin): 358.4 kJ/mol

XYZ file:
```
42
Properties=species:S:1:pos:R:3:forces:R:3
O 1.459392 1.937408 2.515488 -2.0088 1.3110 -0.5451
H 0.584047 2.395180 2.267746 1.8539 -1.2135 0.5845
H 1.560223 2.195643 3.442645 0.0589 -0.1376 -0.1096
O -0.014547 -2.596735 -3.137717 -3.0399 1.6506 2.9430
H 0.436952 -2.885605 -3.859806 1.8496 -1.1449 -3.2664
H -0.741293 -1.980430 -3.453034 1.2899 -0.6968 0.0119
O 0.166595 -1.875124 -0.620475 -1.7565 3.2302 2.3811
H -0.699985 -1.471607 -0.894338 1.3814 -0.5531 0.0003
H 0.311305 -2.598639 -1.150041 0.3775 -2.5885 -2.6772
O 4.309966 -0.545289 2.011148 3.8516 -1.7148 -1.0782
H 4.729038 0.270874 2.198406 0.1764 1.2115 0.3989
H 3.424607 -0.520908 2.151945 -3.9202 0.4921 0.8926
O -3.845173 -0.382043 3.367873 1.0954 -1.6774 2.2342
H -3.629990 -0.392831 2.439944 0.4301 -0.2887 -0.8167
H -3.237797 -1.067737 3.828712 -1.6791 1.3920 -1.5776
O -1.316472 -0.384628 -4.133502 -0.7624 1.9643 -0.0241
H -1.660768 0.148764 -4.875098 0.4236 -0.9692 -0.2714
H -1.650590 0.277632 -3.444443 0.2388 -1.6243 -0.0689
O 1.465663 3.594515 -0.338277 -6.0823 -1.9315 -1.1810
H 1.472805 3.326219 0.533809 0.7809 -0.6965 2.6478
H 2.183135 3.976273 -0.644606 5.6590 2.8110 -1.5295
O -2.543418 0.998495 -2.292330 1.0413 1.8866 -2.7769
H -1.726946 1.555897 -2.174299 -0.7055 -0.4709 0.8159
H -2.838088 0.604575 -1.518878 -0.4548 -0.9704 2.5260
O 2.342455 -0.057793 -0.170342 -0.8528 -2.2921 -4.8609
H 2.440734 0.404716 0.571629 0.2349 2.6844 4.8584
H 1.883766 -0.889073 -0.047687 -0.3502 -0.0230 0.4299
O -0.795651 -1.799338 1.797376 0.0378 -0.8394 -1.0593
H -1.009296 -2.579540 2.321027 0.1621 0.0448 0.0594
H -0.433447 -2.148809 0.913695 -0.1048 0.6793 1.4701
O -1.640728 1.061030 4.275828 -1.5131 -1.2120 -0.0558
H -2.477962 0.490134 4.195205 1.3627 1.6489 0.3124
H -1.330310 0.962983 3.374900 0.4488 0.0537 -0.2682
O -3.135395 -1.125872 0.370587 2.1490 3.7369 0.7193
H -3.922925 -1.446629 0.085039 -3.3621 -1.9810 -1.2953
H -2.495272 -1.766752 0.578643 1.0333 -1.5013 0.6883
O 4.101171 -0.334505 -1.952067 0.5160 -0.8419 -4.1887
H 3.157601 -0.405127 -2.074062 -0.2408 -0.0449 -0.3666
H 4.119198 -0.139757 -1.073370 0.3670 0.7504 3.8673
O -0.081173 1.818531 -1.783967 2.3089 -3.6174 -0.2465
H 0.609110 2.506291 -1.836680 -0.3232 -0.4186 0.4167
H 0.469464 0.869611 -1.766629 -1.9723 3.9021 0.0059
```
Positions in Å, forces in eV/Å.

Molecular formula: C2H6N2O3S
Method: DFT, the ωB97M-V functional and the def2-TZVPD basis

Calculated values
HOMO energy: -10.291 eV
gap between HOMO and LUMO: 10.594 eV
F_max: 5.40 eV/Å
relative energy (zero: lowest compared OMol25 entry of this formula, charge and spin): 538.0 kJ/mol

XYZ file:
```
14
Properties=species:S:1:pos:R:3:forces:R:3
C -1.278931 1.255416 0.420452 0.3005 -0.3040 0.7023
C -0.637864 -1.413097 -0.276766 -0.5276 1.4325 1.9201
N 1.231628 0.564832 0.496426 -4.2691 2.9421 1.5046
N 2.251254 -0.058553 0.091888 2.4000 -2.1144 1.0317
O 3.251941 0.102943 0.742516 1.4768 0.0338 -0.3413
O 2.081042 -0.888020 -0.791566 0.6844 -1.2379 -1.7123
O 0.055278 0.759123 -1.784428 -0.0938 0.0401 -1.7078
S -0.009580 0.273608 -0.456687 -1.2786 1.0283 0.9476
H -2.024535 1.772225 -0.184160 0.4593 -0.4304 -0.6840
H -1.811336 0.583274 1.077182 -0.1219 -0.2147 0.3155
H -0.801243 2.005325 1.048180 0.3470 -0.1630 -0.1486
H -0.180882 -2.099402 -0.970861 -0.2674 -0.0384 -0.1982
H -0.391390 -1.608903 0.787724 0.2884 -0.3532 -0.6535
H -1.735386 -1.248771 -0.199900 0.6020 -0.6208 -0.9761
```
Positions in Å, forces in eV/Å.

Number 1: LUMO energy -2.47 eV. Number 2: LUMO energy -0.07 eV. Number 3: LUMO energy 0.30 eV.